233
Properties=species:S:1:pos:R:3:mulliken_charge:R:1 method="wB97M-V/def2-TZVPD" e_tot_ev=-152105.9628 gap_ha=0.1993 charge=+3 homo_ev=-12.791
C 8.948 13.879 17.721 -1.151
C 9.774 13.374 18.874 -0.362
C 11.245 13.629 18.442 0.390
N 12.273 13.277 19.515 0.775
C 12.117 11.808 19.792 -0.955
C 12.152 14.039 20.762 -0.126
C 13.478 13.891 21.510 -0.902
C 14.501 13.641 20.407 -0.386
C 13.666 13.562 19.078 0.769
H 7.874 13.982 17.804 0.420
H 9.094 13.291 16.804 0.337
H 9.407 14.815 17.465 0.097
H 9.467 12.314 18.997 0.309
H 9.604 13.848 19.804 0.401
H 11.375 14.679 18.356 -0.775
H 11.518 13.183 17.479 0.249
H 12.948 11.419 20.438 0.391
H 12.257 11.282 18.808 0.313
H 11.087 11.584 20.122 0.293
H 11.249 13.744 21.360 0.506
H 12.025 15.086 20.389 -0.021
H 13.474 13.209 22.369 0.294
H 13.636 14.874 21.953 0.360
H 15.015 12.667 20.617 0.327
H 15.241 14.453 20.330 0.383
H 14.087 12.801 18.392 0.201
H 13.693 14.578 18.676 -1.246
C 20.272 18.629 16.981 -0.808
C 19.728 17.415 16.337 1.182
C 18.175 17.672 16.081 0.072
N 17.325 16.489 15.824 1.189
C 17.299 15.572 16.943 0.297
C 17.877 15.739 14.530 1.203
C 17.286 16.666 13.432 0.164
C 16.002 17.072 13.896 -0.845
C 15.980 17.001 15.443 1.824
H 20.142 18.636 18.075 0.177
H 19.699 19.464 16.570 -0.231
H 21.289 18.791 16.859 0.365
H 19.938 16.457 16.890 -0.264
H 20.192 17.304 15.314 -0.682
H 17.973 18.279 15.238 0.414
H 17.821 18.116 17.020 -0.857
H 18.307 15.162 17.049 -0.569
H 16.623 14.803 16.750 -0.240
H 17.067 16.021 17.932 0.260
H 17.425 14.772 14.494 0.153
H 18.949 15.788 14.745 -0.607
H 17.327 16.295 12.409 0.496
H 17.967 17.495 13.434 -0.977
H 15.185 16.387 13.599 0.206
H 15.709 18.069 13.525 0.669
H 15.186 16.271 15.787 -0.759
H 15.761 17.992 15.950 -1.023
C 11.930 18.595 21.676 -1.254
C 12.621 19.623 20.795 -0.371
C 13.704 18.938 20.058 -0.163
N 14.550 19.818 19.152 1.553
C 15.781 18.989 18.746 -0.541
C 15.115 21.067 19.830 -0.280
C 14.242 22.267 19.468 -0.008
C 13.586 21.841 18.142 -0.817
C 13.732 20.360 18.006 0.237
H 11.379 17.858 21.112 0.172
H 11.294 19.120 22.440 0.438
H 12.716 18.106 22.374 0.241
H 13.005 20.508 21.313 0.461
H 11.791 20.054 20.223 0.269
H 13.262 18.276 19.389 -0.505
H 14.510 18.485 20.733 0.452
H 16.388 19.623 18.075 -0.188
H 15.452 18.022 18.326 -0.251
H 16.397 18.850 19.659 0.467
H 16.100 21.253 19.455 -0.428
H 15.238 20.860 20.884 0.618
H 14.860 23.191 19.356 -0.322
H 13.420 22.465 20.125 0.523
H 14.216 22.259 17.349 0.166
H 12.564 22.265 18.155 0.432
H 14.202 20.047 17.075 0.034
H 12.738 19.806 18.094 -0.001
C 17.124 20.411 9.929 -1.440
C 17.953 20.838 11.210 0.298
C 19.289 20.130 11.129 -0.703
N 20.256 20.564 12.142 0.886
C 19.870 20.180 13.498 -0.248
C 20.508 22.030 12.087 -0.593
C 21.822 22.214 12.866 -1.101
C 22.606 20.896 12.526 -0.195
C 21.566 20.001 11.822 -0.118
H 17.348 21.087 9.087 0.398
H 16.021 20.498 10.072 0.383
H 17.312 19.380 9.572 0.330
H 17.347 20.500 12.080 0.046
H 18.060 21.940 11.098 0.228
H 19.674 20.339 10.118 0.593
H 19.164 19.001 11.190 -0.093
H 20.639 20.474 14.189 0.569
H 19.800 19.088 13.587 -0.532
H 18.836 20.544 13.776 -0.157
H 19.662 22.468 12.556 0.464
H 20.688 22.282 11.046 0.451
H 21.615 22.290 13.894 0.265
H 22.271 23.022 12.337 0.522
H 23.086 20.502 13.439 -0.112
H 23.377 21.111 11.765 0.514
H 21.626 18.935 12.059 -0.250
H 21.616 20.151 10.733 0.627
C 23.267 14.186 13.165 -1.065
N 23.650 15.146 14.243 0.228
C 23.221 14.800 15.451 -0.830
C 23.529 15.654 16.482 -0.665
C 24.301 16.741 16.239 0.845
C 24.694 17.095 14.924 -0.683
C 24.326 16.271 13.915 -0.627
C 24.889 17.540 17.326 0.963
C 26.212 18.123 17.144 -0.795
C 26.642 18.873 18.169 -0.491
N 25.872 19.091 19.305 0.182
C 24.640 18.624 19.445 -0.559
C 24.161 17.757 18.467 -0.297
C 26.438 20.206 20.184 -0.949
H 22.156 14.073 13.194 0.171
H 23.700 13.215 13.370 0.393
H 23.603 14.589 12.234 0.424
H 22.617 13.904 15.565 0.649
H 23.214 15.447 17.444 1.116
H 25.314 17.959 14.683 0.559
H 24.642 16.478 12.865 0.404
H 26.841 17.875 16.235 0.521
H 27.706 19.148 18.277 0.384
H 24.088 18.990 20.304 0.300
H 23.127 17.467 18.488 0.307
H 27.506 20.085 20.312 0.339
H 26.001 20.149 21.143 0.351
H 26.275 21.121 19.580 0.370
C 14.916 28.232 23.206 -0.998
N 15.795 27.476 22.343 0.084
C 17.034 27.204 22.776 -0.190
C 17.792 26.383 21.950 -0.910
C 17.347 25.817 20.770 0.883
C 16.057 26.226 20.338 -0.484
C 15.241 27.013 21.158 -0.339
C 18.218 24.793 20.109 1.252
C 19.288 24.131 20.793 -1.153
C 20.100 23.305 20.057 -0.378
N 19.996 23.201 18.698 0.369
C 18.985 23.826 18.122 -0.727
C 18.127 24.660 18.702 -0.813
C 21.106 22.579 17.806 -0.618
H 14.208 28.714 22.492 0.320
H 15.451 29.110 23.573 0.427
H 14.401 27.738 24.051 0.308
H 17.414 27.567 23.681 0.504
H 18.737 26.001 22.378 0.372
H 15.527 25.739 19.495 0.324
H 14.236 27.371 20.982 0.414
H 19.390 23.973 21.854 0.443
H 20.864 22.674 20.511 0.500
H 18.959 23.735 17.054 0.802
H 17.438 25.224 18.054 0.460
H 21.907 22.231 18.453 0.268
H 21.526 23.342 17.123 0.522
H 20.639 21.715 17.253 -0.105
C 20.605 10.223 18.235 -1.003
N 19.804 10.532 17.039 0.147
C 20.447 10.486 15.839 -0.751
C 19.795 10.910 14.694 -0.346
C 18.491 11.348 14.863 0.088
C 17.838 11.358 16.084 -0.107
C 18.578 11.040 17.153 -0.564
C 17.774 11.764 13.616 0.912
C 16.678 11.037 13.135 -0.343
C 16.015 11.419 11.961 -0.725
N 16.351 12.659 11.360 0.306
C 17.377 13.309 11.863 0.117
C 18.060 12.901 12.988 -1.166
C 15.661 13.230 10.228 -0.981
H 20.723 9.150 18.263 0.359
H 20.074 10.557 19.132 0.347
H 21.558 10.730 18.158 0.365
H 21.420 10.036 15.969 0.501
H 20.200 10.927 13.692 0.698
H 16.809 11.705 16.280 0.510
H 18.301 11.172 18.175 0.559
H 16.342 10.091 13.480 0.611
H 15.242 10.739 11.549 0.409
H 17.644 14.281 11.396 0.431
H 18.908 13.488 13.296 0.498
H 16.371 13.809 9.685 0.386
H 14.789 13.830 10.489 0.305
H 15.271 12.431 9.538 0.380
B 16.976 22.115 15.803 -0.248
F 16.555 21.922 17.103 0.116
F 16.624 20.881 15.123 -0.225
F 16.435 23.189 15.173 -0.239
F 18.474 22.224 15.796 -0.010
B 20.478 16.210 11.876 0.671
F 19.613 16.714 10.894 -0.414
F 20.345 17.096 12.984 -1.060
F 20.055 14.923 12.136 -0.164
F 21.816 16.136 11.614 -0.235
B 24.319 21.029 16.656 -0.026
F 23.542 20.730 17.834 -0.018
F 23.725 22.060 15.999 -0.337
F 25.549 21.282 17.140 -0.309
F 24.335 19.930 15.835 0.057
B 19.644 20.117 20.023 -0.075
F 19.894 18.759 20.301 -0.440
F 19.063 20.723 21.144 -0.392
F 20.905 20.657 19.739 -0.162
F 18.718 20.393 18.935 0.266
C 20.627 14.066 18.678 -1.335
C 20.909 13.564 17.263 0.699
O 20.146 13.933 16.310 0.246
O 21.936 12.881 17.100 -0.829
H 19.997 13.235 19.193 0.197
H 19.986 14.903 18.724 0.216
H 21.606 14.261 19.210 0.283
C 11.396 17.256 16.700 -1.806
C 12.226 16.856 17.929 0.573
O 13.448 16.657 17.810 0.043
O 11.630 16.743 19.032 -0.699
H 11.381 18.338 16.571 0.316
H 10.374 16.948 16.874 0.364
H 11.884 16.823 15.839 0.314
C 13.376 13.519 15.209 -0.598
C 14.852 13.248 15.366 0.192
O 15.640 13.698 14.527 -0.073
O 15.221 12.530 16.305 -0.964
H 12.814 12.535 15.347 0.385
H 13.109 13.876 14.236 0.440
H 13.154 14.332 15.983 -0.400